{
  "formula": "C34H38N4O6S",
  "method": "ωB97M-V/def2-TZVPD",
  "homo_ha": -0.298,
  "total_energy_ha": -2387.12483,
  "e_lumo_ev": 0.2130,
  "smiles": "Cc1ccc(S(=O)(=O)N(C)C[C@@H]2Oc3ccc(NC(=O)Nc4cccc5ccccc45)cc3C(=O)N([C@H](C)CO)C[C@H]2C)cc1",
  "max_force_ev_per_a": 1.18,
  "elements": ["H", "C", "H", "O", "C", "C", "C", "O", "N", "H", "H", "H", "C", "H", "H", "H", "S", "C", "C", "C", "C", "H", "H", "H", "H", "C", "C", "O", "N", "H", "C", "H", "O", "H", "C", "N", "H", "H", "C", "C", "C", "H", "H", "H", "H", "C", "H", "H", "H", "C", "C", "C", "C", "C", "C", "O", "C", "C", "C", "H", "C", "C", "H", "H", "H", "C", "C", "C", "C", "H", "H", "N", "H", "H", "O", "C", "H", "H", "H", "C", "H", "H", "H"],
  "xyz": [[-6.628, -3.106, -2.772], [3.767, -0.333, 1.117], [-0.992, 0.633, -1.852], [0.730, 1.638, 1.636], [2.855, 0.708, 1.056], [3.716, -2.803, -1.171], [4.066, -2.007, -2.226], [4.234, 2.611, 0.853], [4.344, -2.581, 1.762], [-1.028, 2.261, -2.533], [-2.918, -0.930, -0.805], [1.620, 4.187, -1.454], [1.604, 0.569, 1.660], [5.090, -1.976, -2.565], [-0.198, 3.215, -0.433], [4.464, -3.417, -0.694], [-3.206, -0.012, 1.834], [-3.951, -1.099, -0.549], [2.300, 4.858, 0.465], [-6.585, -1.515, 0.202], [2.383, -2.860, -0.715], [3.390, -0.609, -3.715], [-7.611, -1.681, 0.496], [-5.997, -0.657, 2.094], [-4.509, -1.956, -2.425], [-1.613, 2.032, 1.512], [4.109, -3.933, 1.699], [-2.020, -0.819, 1.838], [-2.852, 1.443, 1.025], [4.613, 4.099, -0.870], [-7.139, -2.481, -2.044], [1.362, 2.028, -2.137], [1.086, 4.608, 1.131], [-0.563, 0.382, 0.627], [2.182, -1.648, 2.359], [2.354, 2.567, -0.415], [3.777, 5.316, -1.848], [0.295, -0.713, 2.759], [2.464, 3.978, -0.788], [1.788, -1.313, -2.503], [-1.139, 1.684, -1.617], [-7.888, -3.075, -1.528], [2.695, -5.312, 1.388], [5.312, -2.342, 1.926], [-4.238, 2.596, 2.133], [1.270, -0.612, 2.308], [1.508, 0.742, -0.935], [3.156, 4.706, 1.131], [-4.853, 1.799, 0.670], [0.039, -2.238, -1.040], [0.636, -3.777, 0.693], [1.973, -3.653, 0.393], [-4.388, -0.739, 0.711], [3.227, 2.036, 0.477], [-0.394, 1.454, 0.780], [4.935, -4.735, 2.084], [-5.698, -0.944, 1.098], [-4.842, -1.669, -1.439], [-0.121, 2.132, -0.574], [1.110, 3.706, 1.485], [-6.169, -1.883, -1.074], [-4.000, 2.323, 1.100], [-3.803, 3.222, 0.519], [-7.655, -1.687, -2.585], [3.857, 3.636, -2.400], [3.766, 4.278, -1.526], [1.392, -2.125, -1.419], [1.307, 1.808, -1.064], [3.425, -1.527, 1.741], [-1.646, 3.115, 1.374], [1.937, -2.549, 2.898], [2.913, -4.350, 1.167], [4.738, -0.210, 0.663], [2.270, 5.908, 0.163], [-3.832, 0.256, 3.098], [-0.334, -3.067, -0.020], [-0.701, -1.675, -1.591], [0.332, -4.413, 1.512], [-1.371, -3.155, 0.265], [3.097, -1.238, -2.887], [-1.489, 1.832, 2.584], [1.029, -0.758, -3.036], [-2.147, 1.814, -1.237]]
}

=====

{
  "formula": "C34H38N6O6P2Tc",
  "method": "ωB97M-V/def2-TZVPD",
  "homo_ha": [-0.460, -0.460],
  "total_energy_ha": -2860.75409,
  "total_charge": 2,
  "e_lumo_ev": [-7.7520, -9.4618],
  "spin_multiplicity": 4,
  "e_above_lowest_kcal_mol": 60.9,
  "max_force_ev_per_a": 6.45,
  "elements": ["H", "H", "H", "C", "H", "C", "C", "C", "N", "C", "H", "H", "C", "C", "C", "C", "H", "O", "H", "H", "C", "H", "C", "H", "C", "N", "H", "H", "H", "P", "N", "C", "C", "C", "C", "N", "H", "H", "H", "N", "H", "C", "H", "H", "H", "H", "C", "H", "H", "H", "C", "C", "C", "H", "P", "O", "H", "H", "H", "C", "H", "N", "H", "O", "C", "C", "C", "O", "H", "H", "C", "H", "C", "C", "O", "C", "O", "C", "Tc", "C", "H", "H", "H", "C", "C", "C", "H"],
  "xyz": [[1.627, 8.240, -2.147], [2.910, 8.828, -0.403], [6.674, 3.770, 0.175], [2.792, 8.570, 0.637], [1.887, 6.437, 2.925], [4.119, 4.713, -5.776], [-0.580, 0.618, -3.190], [0.286, -0.052, 0.957], [4.536, 4.743, -3.535], [-1.482, 8.021, -0.984], [-1.266, 3.212, 1.961], [0.783, -1.772, 2.890], [-0.815, 6.960, -0.354], [4.427, 3.937, -4.672], [2.749, 8.533, 2.902], [7.360, 4.425, -2.956], [2.020, 3.770, -2.524], [1.328, 0.405, 1.606], [-2.508, 8.297, -0.870], [-1.432, 2.658, -1.092], [0.261, -2.271, 2.085], [3.498, 10.326, 1.763], [8.494, 4.373, -0.983], [-1.153, 0.329, -4.084], [2.555, 1.748, -2.655], [-1.692, -4.372, -1.047], [0.008, 4.045, 2.898], [-0.929, -5.401, 1.263], [5.138, 6.283, -1.106], [1.724, 5.879, 0.086], [2.287, 7.330, 1.031], [-1.097, -3.612, 0.040], [2.255, 7.312, 2.426], [0.647, 3.046, -1.060], [-0.521, 8.689, -1.816], [6.450, 4.107, -1.933], [0.553, 4.074, -0.622], [3.586, 1.590, -2.241], [2.697, 2.192, -3.657], [0.515, 6.949, -0.789], [-1.144, 6.212, 0.340], [4.353, 5.527, -0.914], [3.142, 7.215, -1.444], [-1.610, 2.523, -3.436], [4.437, 5.247, 0.156], [-0.685, 9.554, -2.437], [7.177, 4.041, -0.742], [9.273, 4.446, -0.243], [0.146, 2.621, -3.743], [0.692, -0.923, -4.035], [1.958, 0.341, -2.863], [2.961, 6.150, -1.238], [3.089, 9.320, 1.768], [-1.153, 0.244, -2.308], [4.675, 4.019, -1.871], [-1.857, -5.607, -0.893], [-0.446, 2.374, 3.275], [3.933, 4.376, -6.778], [2.836, 8.811, 3.939], [4.073, 6.069, -5.338], [4.580, 2.877, -4.583], [0.339, -4.367, 3.409], [3.835, 6.910, -5.961], [-2.004, -3.782, -2.102], [-0.815, -2.204, -0.056], [0.690, 8.016, -1.666], [-0.052, -3.652, 2.221], [0.843, -3.715, 4.350], [-1.167, -1.668, -0.933], [4.447, 6.886, -3.295], [-0.620, 2.177, -3.085], [7.039, 4.474, -3.981], [4.369, 6.055, -3.976], [8.620, 4.629, -2.401], [0.169, -5.604, 3.480], [-0.271, 3.081, 2.436], [-0.410, 0.806, 0.346], [-0.074, -1.541, 0.950], [1.169, 2.399, 1.174], [-0.719, -4.329, 1.189], [9.512, 4.942, -2.907], [2.720, 3.124, -1.006], [2.519, 5.746, -2.165], [-0.527, 2.658, -1.702], [1.981, 2.922, -1.815], [0.776, -0.017, -3.397], [2.558, -0.446, -2.369]]
}

=====

{
  "formula": "C34H38NO2P2Pd",
  "method": "ωB97M-V/def2-TZVPD",
  "homo_ha": [-0.595, -0.624],
  "total_energy_ha": -2333.06328,
  "total_charge": 3,
  "e_lumo_ev": [-9.6127, -13.6171],
  "spin_multiplicity": 5,
  "max_force_ev_per_a": 4.22,
  "elements": ["H", "H", "H", "H", "H", "H", "H", "Pd", "H", "C", "H", "H", "C", "C", "H", "H", "N", "C", "C", "C", "H", "H", "C", "C", "C", "H", "C", "C", "O", "H", "C", "H", "H", "C", "C", "C", "H", "H", "C", "C", "C", "H", "H", "H", "C", "C", "C", "H", "C", "H", "C", "H", "C", "O", "H", "H", "H", "H", "H", "C", "H", "C", "C", "P", "C", "H", "C", "C", "C", "C", "P", "H", "H", "C", "H", "H", "H", "C"],
  "xyz": [[-0.765, 3.478, -3.799], [0.643, -3.266, -1.272], [1.879, -1.746, -3.548], [3.244, -0.508, 1.120], [-3.150, 3.156, -3.138], [-0.741, -2.664, -2.561], [-3.147, -4.606, 1.188], [-0.032, -0.425, -0.765], [-0.822, 4.591, 1.780], [-0.293, 2.637, 0.166], [-2.228, 2.352, 5.130], [-0.719, 0.513, -3.415], [-0.863, 2.482, 1.505], [2.136, -0.538, 4.505], [-2.316, 3.713, -1.731], [3.053, -2.380, 5.324], [-0.150, 1.770, -0.822], [-2.156, -1.389, 1.680], [0.537, -2.303, 3.085], [-4.499, -1.632, 2.286], [1.960, -3.862, -0.279], [-0.260, -2.918, 2.740], [-2.401, 2.883, -2.416], [1.695, -3.197, -1.135], [1.209, -0.033, 3.562], [-5.455, -1.155, 2.667], [3.823, 0.434, -1.918], [-0.984, 1.368, -4.014], [-2.875, -0.404, -1.275], [-1.814, -1.676, -3.623], [-3.204, -3.595, 1.590], [5.278, 1.769, -2.746], [1.483, -3.889, 4.101], [-1.454, 3.567, 3.600], [4.585, 0.932, -2.972], [-1.044, 2.648, -3.113], [1.259, 4.468, -1.458], [3.256, -0.933, -5.560], [-1.754, 2.338, 4.183], [2.953, -0.650, -2.138], [2.725, -1.078, -3.434], [2.742, -2.156, 1.478], [-1.200, -3.185, 0.953], [2.184, -3.554, -2.063], [-4.395, -2.998, 2.053], [-1.085, 3.643, 2.255], [0.118, 2.602, -2.001], [3.862, 0.846, -0.929], [-1.087, 1.246, 2.146], [-3.549, 0.230, 1.824], [1.456, -2.795, 3.985], [-2.685, 1.957, -1.934], [3.471, -0.622, -4.511], [-0.193, 4.008, -0.075], [-1.964, 1.116, -4.424], [5.076, 0.682, -5.028], [-2.490, -2.887, -2.473], [1.020, 2.282, -2.534], [1.155, 1.039, 3.385], [4.424, 0.358, -4.241], [-1.615, 4.457, 4.153], [2.273, -1.910, 4.734], [0.236, 4.054, -1.474], [-0.674, -0.353, 1.475], [-3.390, -0.835, 1.984], [-5.283, -3.638, 2.261], [-1.850, -0.978, -1.638], [0.455, -0.942, 2.788], [3.196, -1.521, 0.691], [-1.715, -2.138, -2.649], [2.077, -1.401, -0.779], [4.213, -1.900, 0.474], [-0.271, 1.472, -4.802], [-1.597, 1.165, 3.481], [2.723, 0.195, 5.061], [-0.358, 4.715, -2.101], [-1.781, 0.241, 3.990], [-2.096, -2.748, 1.406]]
}

=====

{
  "formula": "C34H39AsN4OPtTe",
  "method": "ωB97M-V/def2-TZVPD",
  "homo_ha": -0.501,
  "total_energy_ha": -4235.91101,
  "total_charge": 2,
  "e_lumo_ev": -6.8199,
  "e_above_lowest_kcal_mol": 50.4,
  "max_force_ev_per_a": 1.50,
  "elements": ["H", "C", "H", "H", "C", "C", "N", "As", "H", "H", "C", "H", "H", "C", "H", "H", "H", "H", "H", "H", "C", "C", "H", "N", "H", "O", "C", "C", "H", "C", "H", "C", "C", "C", "C", "C", "C", "C", "C", "H", "H", "H", "C", "H", "C", "C", "C", "H", "C", "H", "H", "H", "H", "H", "H", "C", "C", "H", "Te", "C", "H", "C", "H", "H", "C", "C", "C", "H", "H", "H", "H", "C", "C", "H", "C", "Pt", "N", "N", "H", "C", "H"],
  "xyz": [[-1.988, -3.758, -0.135], [-3.938, 0.709, 3.941], [2.622, -2.733, -0.379], [-5.185, -0.065, -0.147], [-1.629, 0.297, 3.469], [-2.525, -1.780, 0.429], [-0.366, 2.017, -0.521], [-0.050, -0.512, 2.730], [-3.362, 3.193, 1.410], [-1.847, 6.269, 3.525], [-3.710, 4.213, 1.606], [-0.015, 1.837, -2.545], [2.079, -2.568, 2.583], [-2.249, 2.103, 4.945], [-4.484, -2.466, 0.213], [-4.344, 2.335, 5.267], [4.256, -2.040, -0.453], [0.147, 3.288, 5.786], [3.366, 2.097, 0.685], [3.883, 0.638, 1.567], [0.130, -2.298, 3.439], [-0.701, -4.141, 4.734], [-2.858, 1.372, 0.034], [-3.847, -1.684, 0.232], [2.585, 3.464, 5.912], [-0.406, 5.610, 1.920], [3.270, -1.946, -0.002], [-0.868, -2.862, 4.223], [-1.432, 5.665, -1.220], [-1.258, 1.364, 4.310], [-0.747, -2.884, 0.782], [-1.374, 5.002, 1.510], [2.393, 0.813, 3.826], [-1.148, 4.643, -1.027], [-4.178, -0.374, 0.041], [-0.351, 2.507, -1.763], [0.759, 2.593, 5.232], [-3.869, 6.890, 3.081], [-3.020, 0.324, 0.134], [-3.592, 7.576, 2.285], [-3.086, 5.141, 4.085], [-1.993, 2.923, 5.598], [-4.447, 4.785, 0.403], [2.373, -4.825, 3.511], [-2.810, 5.822, 3.270], [-1.821, -3.057, 0.682], [0.183, 1.597, 4.454], [-3.257, -0.862, 2.661], [2.138, 2.693, 5.304], [-0.702, 4.152, -3.077], [4.027, 1.888, 4.704], [-1.474, -4.581, 5.345], [-3.817, 4.810, -0.479], [-1.773, -2.310, 4.453], [-4.845, 6.468, 2.850], [-0.759, 2.825, 0.460], [-1.157, 4.139, 0.272], [-5.318, 4.177, 0.172], [2.438, -0.074, -0.554], [-3.577, 1.771, 4.758], [4.736, 1.129, 0.086], [1.293, -3.007, 3.182], [-0.726, 2.408, 1.468], [-4.393, 4.122, 2.452], [-0.737, 3.805, -2.056], [1.463, -4.278, 3.702], [3.780, 1.098, 0.595], [0.593, -5.837, 4.882], [-4.981, 0.456, 3.822], [-2.176, -3.507, 1.611], [3.032, 0.111, 3.313], [-2.963, -0.030, 3.287], [1.017, 0.717, 3.741], [-3.977, 7.468, 3.995], [2.953, 1.806, 4.618], [-0.009, -0.152, 0.291], [-2.597, 5.025, 2.071], [-1.990, -0.558, 0.377], [-4.788, 5.797, 0.596], [0.461, -4.847, 4.475], [3.343, -2.006, 1.078]]
}

=====

{
  "formula": "C34H39BF3N5O8",
  "method": "ωB97M-V/def2-TZVPD",
  "homo_ha": -0.333,
  "total_energy_ha": -2519.27001,
  "e_lumo_ev": -0.9472,
  "smiles": "CCB(O)c1ccc(-c2ccccn2)c2c1C(=O)c1c(CCF)cc(N(C(=O)F)C(=O)F)cc1C2=O.CNC(C)=O.CNC(C)=O.CNC(C)=O",
  "max_force_ev_per_a": 2.88,
  "elements": ["H", "H", "C", "O", "H", "C", "H", "H", "C", "H", "C", "C", "O", "H", "C", "H", "H", "O", "N", "H", "C", "H", "H", "C", "C", "C", "C", "H", "N", "O", "C", "H", "O", "N", "C", "H", "H", "H", "C", "H", "H", "C", "C", "H", "O", "H", "C", "H", "H", "N", "H", "H", "F", "H", "H", "C", "C", "C", "H", "H", "H", "C", "C", "F", "H", "C", "C", "O", "C", "H", "H", "H", "O", "C", "H", "C", "C", "C", "F", "C", "C", "H", "H", "C", "N", "C", "B", "H", "C", "H"],
  "xyz": [[1.695, -1.523, -3.688], [5.849, 3.728, 3.181], [-5.764, 0.893, -0.728], [4.471, 2.608, 0.643], [-1.918, 0.294, -4.545], [1.132, -6.411, 0.584], [4.575, 2.316, 4.537], [3.290, 7.223, -2.615], [-2.982, 0.556, -4.444], [4.125, 7.665, -1.099], [-2.770, -0.288, 1.217], [1.017, -7.464, -1.711], [-0.861, 1.417, -1.838], [-0.623, -7.640, 0.720], [4.660, 4.822, -1.617], [-5.812, 1.708, -2.663], [0.740, -3.273, 1.905], [6.285, 7.575, -3.316], [-1.189, -1.756, 3.993], [4.359, 3.990, -2.257], [-1.459, -0.921, 0.818], [1.921, -7.863, -2.173], [2.756, 1.988, 2.168], [-7.839, -0.081, -0.062], [3.607, 2.072, 4.112], [0.914, -2.110, 0.077], [-2.382, -3.486, 2.793], [-3.586, -4.839, 4.009], [3.609, 2.192, 2.665], [-7.477, -1.214, -0.161], [-2.602, -3.325, 5.168], [2.191, 0.908, -3.110], [1.517, -5.471, 1.262], [-7.214, 1.063, -0.616], [2.223, 1.435, -1.001], [5.184, 4.425, -0.751], [-3.276, 0.948, -5.431], [-3.009, -3.682, 6.109], [-3.785, 1.213, -2.088], [1.281, 1.997, -1.045], [3.274, -0.067, -2.125], [-7.379, 2.231, 0.224], [-3.621, 0.269, 0.092], [0.239, -7.395, 2.244], [0.862, -1.466, -3.201], [-4.001, 2.337, -3.866], [4.635, 2.555, 1.854], [-2.608, -3.978, 1.850], [0.467, -8.275, -1.244], [5.567, 5.678, -2.367], [0.911, -8.498, 1.037], [2.854, 2.748, 4.522], [-3.779, -0.553, -4.213], [-5.406, -0.003, 1.212], [4.207, 8.730, -2.508], [-3.226, 1.693, -3.420], [5.425, 6.993, -2.673], [4.177, 7.692, -2.189], [1.860, -2.556, -0.234], [3.776, 5.359, -1.288], [3.343, 1.048, 4.382], [5.959, 2.883, 2.500], [-0.828, -0.488, -0.368], [-8.990, 0.203, 0.587], [6.673, 3.153, 1.727], [-1.461, 0.608, -1.166], [-1.729, -2.253, 5.093], [-3.170, -0.200, 2.357], [0.351, -1.113, -0.720], [2.337, 1.014, 0.004], [-1.458, -1.767, 6.036], [6.343, 2.017, 3.040], [-7.422, 3.347, -0.202], [-1.526, -2.401, 2.888], [-2.341, 2.329, -3.331], [-2.982, 0.704, -1.072], [0.364, -7.565, 1.178], [2.260, 0.384, -2.142], [-7.432, 2.053, 1.564], [-5.152, 1.295, -1.898], [-0.900, -1.907, 1.594], [6.421, 5.275, -2.720], [0.397, -7.011, -2.487], [0.315, -2.515, 1.250], [1.389, -6.443, -0.749], [-2.927, -3.973, 3.978], [1.138, -0.739, -2.049], [3.017, 2.169, -1.175], [-4.976, 0.353, 0.274], [1.905, -5.642, -1.078]]
}